Entry from the OMol25 dataset: a structure of composition C13H18Cl2N2O2PRhS in a non-equilibrium geometry (the ωB97M-V functional and the def2-TZVPD basis).

Values from the calculation:
Multiplicity   5
Total charge   +2
DFT total energy   -69004.6432 eV
Expectation value of S²   6.04

Last column: natural (NBO) charge in e.
Geometry (Å):
H1 2.09 -2.01 1.08  0.45
H2 1.67 -3.11 -2.56  0.31
C1 1.62 2.00 -3.04  -0.92
C2 -0.74 -0.23 4.07  -0.16
N1 0.13 -0.14 1.89  -0.56
Rh1 -0.33 1.24 -0.26  0.70
H3 -0.97 1.71 -4.43  0.28
H4 2.57 1.72 -2.59  0.26
C3 0.75 -0.52 -3.58  -0.92
C4 -1.84 2.30 3.87  -0.16
C5 -2.07 1.08 -0.27  0.46
H5 -2.28 3.28 3.77  0.27
C6 -1.16 1.49 -3.37  -0.94
C7 -0.57 0.50 2.84  0.31
N2 1.60 -2.12 1.97  -0.67
Cl1 2.69 -2.34 -1.13  -0.45
H6 0.77 -0.26 -4.64  0.28
H7 -1.45 -0.32 6.10  0.27
C8 0.98 -3.76 -1.86  -0.76
O1 -3.19 0.77 -0.25  -0.37
C9 -1.38 0.28 5.19  -0.21
C10 0.58 -2.69 -0.85  0.82
H8 1.80 2.00 -4.13  0.27
C11 -1.19 1.78 2.78  -0.22
Cl2 0.74 3.35 -0.07  -0.35
H9 0.07 -1.37 -3.52  0.23
H10 1.44 3.03 -2.74  0.26
H11 -1.97 0.76 -3.33  0.25
H12 -2.43 2.00 5.92  0.26
P1 0.29 0.86 -2.42  0.92
S1 0.07 -1.77 3.95  0.47
H13 -1.03 2.31 1.85  0.23
H14 1.74 -0.91 -3.37  0.26
O2 0.01 -2.24 0.05  -0.46
H15 1.74 -4.56 -1.56  0.34
H16 -1.52 2.40 -2.89  0.25
C12 -1.92 1.58 5.05  -0.02
H17 0.24 -3.96 -2.49  0.23
C13 0.65 -1.25 2.39  0.35
H18 1.80 -2.89 2.57  0.43



Entry from the OMol25 dataset: a structure of composition C13H18F5I2OP2SV in a non-equilibrium geometry (the ωB97M-V functional and the def2-TZVPD basis).

Values from the calculation:
Multiplicity   3
Total charge   +2
Energy above the lowest of the compared OMol25 structures with the same formula, charge and spin   129.5 kJ/mol
Expectation value of S²   2.07

Last column: natural (NBO) charge in e.
Geometry (Å):
H1 -2.90 2.14 -1.55  0.28
H2 0.07 -4.18 -0.48  0.25
C1 0.75 -1.91 -2.11  0.42
F1 4.50 4.29 2.30  -0.25
C2 1.40 -2.31 1.81  -0.92
C3 1.01 3.34 2.76  0.32
F2 -0.34 1.69 1.72  -0.31
C4 -2.56 1.26 -1.00  -0.93
H3 -2.32 -1.96 1.79  0.26
I1 -2.45 -3.30 -2.15  0.03
H4 -1.29 -0.98 -3.89  0.25
H5 -3.38 0.55 -0.88  0.26
F3 2.34 5.00 3.82  -0.25
H6 1.81 -1.32 2.04  0.26
C5 -1.32 -1.68 2.12  -0.93
H7 -2.19 1.57 -0.01  0.27
C6 -0.52 -3.87 0.40  -0.94
H8 -1.12 2.58 -3.03  0.27
H9 -1.28 -0.59 2.29  0.27
F4 -0.05 3.71 3.53  -0.27
H10 -1.59 -3.92 0.11  0.26
C7 0.87 2.32 1.84  0.32
C8 2.22 4.01 2.92  0.33
H11 -2.83 -1.01 -2.99  0.26
C9 3.32 3.65 2.15  0.30
H12 -1.07 -2.19 3.06  0.28
F5 4.27 2.27 0.47  -0.27
H13 -0.36 -4.59 1.21  0.28
C10 -2.02 -0.34 -3.36  -0.94
H14 0.26 1.55 -3.48  0.27
C11 -0.37 1.88 -2.65  -0.92
I2 -1.09 -4.77 -4.02  0.18
P1 -1.24 0.45 -1.94  0.92
C12 1.97 1.93 1.04  -0.34
P2 -0.13 -2.17 0.85  0.92
O1 1.06 -2.67 -2.96  -0.31
H15 2.14 -2.90 1.24  0.27
H16 0.24 2.38 -1.89  0.26
V1 0.30 -0.71 -0.79  0.60
C13 3.18 2.62 1.22  0.37
H17 -2.46 0.36 -4.07  0.28
S1 1.97 0.67 -0.16  0.06
H18 1.18 -2.85 2.74  0.27



Entry from the OMol25 dataset: a structure of composition C13H18F5N2O5PSSbSe4Y in a non-equilibrium geometry (the ωB97M-V functional and the def2-TZVPD basis).

Values from the calculation:
Total charge   -2
Energy above the lowest of the compared OMol25 structures with the same formula, charge and spin   283.0 kJ/mol

Last column: natural (NBO) charge in e.
Geometry (Å):
H1 -3.24 5.20 0.70  0.27
H2 -2.46 2.37 4.36  0.23
Se1 -3.94 4.59 -2.43  -0.87
C1 2.56 -4.48 -4.83  0.27
O1 -1.61 2.56 1.92  -0.86
F1 3.42 -6.03 -6.40  -0.32
F2 2.33 -7.47 -2.05  -0.31
Se2 -0.45 2.24 -2.06  -0.58
H3 -1.42 1.57 5.55  0.20
Y1 0.31 0.02 -0.80  1.48
F3 2.68 -3.55 -5.79  -0.31
C2 -2.88 4.55 1.50  -0.63
C3 2.07 -4.13 -3.57  -0.24
H4 2.13 2.46 2.46  0.17
C4 2.02 -5.20 -2.66  0.28
H5 -3.73 4.21 2.10  0.19
H6 2.46 4.35 1.06  0.21
S1 1.58 -2.53 -3.14  -0.39
H7 2.19 3.04 -0.10  0.22
H8 -2.84 2.79 0.23  0.21
F4 1.61 -4.99 -1.39  -0.32
C5 -1.94 0.34 3.86  -0.07
P1 -0.90 1.17 1.62  1.72
N1 0.22 -2.05 0.92  -0.59
C6 2.41 -6.49 -2.98  0.26
O2 -0.73 0.66 3.15  -0.82
C7 -2.17 3.39 0.85  -0.09
O3 -1.85 -2.93 0.92  -0.68
H9 -1.76 -0.62 4.35  0.18
Sb1 -1.65 5.03 -2.99  0.76
C8 1.28 2.75 1.83  -0.07
N2 1.48 -1.94 0.21  -0.73
H10 -3.14 1.14 5.45  0.20
C9 1.73 3.63 0.69  -0.65
H11 -2.20 5.12 2.12  0.20
C10 2.87 -6.79 -4.24  0.20
O4 0.72 1.50 1.33  -0.86
H12 -2.76 0.20 3.16  0.18
H13 0.54 3.23 2.47  0.20
Se3 -0.58 6.22 -1.17  -0.93
H14 2.21 -1.87 0.90  0.37
H15 0.24 -2.81 1.60  0.39
H16 -1.36 3.76 0.22  0.22
H17 1.64 -2.74 -0.42  0.42
Se4 0.62 0.39 -3.38  -0.43
C11 -2.26 1.43 4.87  -0.63
H18 0.91 4.19 0.23  0.27
O5 -1.40 -1.47 -0.74  -0.77
C12 -1.13 -2.19 0.27  0.88
C13 2.95 -5.76 -5.17  0.29
F5 3.25 -8.04 -4.57  -0.32



Entry from the OMol25 dataset: a cluster of 2 separate species, C13H18FN3O4 in total in a non-equilibrium geometry (the ωB97M-V functional and the def2-TZVPD basis).

Values from the calculation:
Energy above the lowest of the compared OMol25 structures with the same formula, charge and spin   0.0 kJ/mol

Last column: natural (NBO) charge in e.
Geometry (Å):
C1 4.14 0.86 -2.81  0.26
H1 -4.08 -1.09 2.27  0.42
H2 0.31 -0.41 0.84  0.21
F1 3.97 -2.52 -1.43  -0.32
C2 3.01 3.02 -2.08  0.79
H3 5.03 -1.04 -3.30  0.23
O1 -2.03 0.74 3.75  -0.64
C3 -0.34 0.13 1.52  -0.61
C4 3.75 -1.20 -1.60  0.46
N1 4.79 1.46 -3.87  -0.80
O2 3.76 3.73 -2.73  -0.63
H4 -4.56 0.12 4.79  0.21
C5 -2.49 -0.06 2.93  0.66
N2 -3.80 -0.33 2.88  -0.61
H5 -2.59 -2.79 -1.49  0.23
H6 0.23 0.39 2.42  0.25
O3 -3.48 -2.82 1.45  -0.65
H7 -3.94 -1.64 -1.35  0.23
N3 -2.17 -1.18 0.65  -0.61
H8 1.94 4.46 -1.64  0.50
C6 3.28 1.57 -1.96  -0.27
C7 4.37 -0.50 -2.63  -0.35
C8 -3.46 -2.51 -0.91  -0.71
H9 -1.88 -0.70 -0.19  0.40
C9 2.65 0.85 -0.92  -0.11
H10 -4.16 -3.34 -0.88  0.25
H11 4.77 2.49 -3.84  0.43
H12 -0.69 1.05 1.05  0.21
C10 -4.81 0.29 3.74  -0.41
H13 5.64 1.02 -4.21  0.39
H14 1.98 1.36 -0.22  0.23
C11 2.89 -0.51 -0.74  -0.35
O4 1.92 3.51 -1.44  -0.67
H15 -5.79 -0.13 3.52  0.21
C12 -3.03 -2.19 0.50  0.67
C13 -1.54 -0.75 1.91  -0.13
H16 2.42 -1.06 0.07  0.23
H17 -4.83 1.36 3.55  0.20
H18 -1.16 -1.64 2.40  0.23



Entry from the OMol25 dataset: a cluster of 2 separate species, C13H18IN3O7PS in total (the ωB97M-V functional and the def2-TZVPD basis).

Values from the calculation:
Total charge   +1
DFT total energy   -60795.9596 eV

Last column: natural (NBO) charge in e.
Geometry (Å):
N1 2.70 -5.64 -0.17  -0.28
H1 3.88 -5.63 -1.94  0.25
H2 -2.33 5.33 0.30  0.20
C1 -3.05 4.53 0.21  -0.27
H3 0.88 -2.48 1.12  0.22
H4 3.19 -1.48 1.30  0.21
P1 -0.42 2.90 1.63  2.35
O1 -1.61 2.42 2.56  -0.97
C2 -0.49 3.64 -1.26  -0.05
N2 2.13 -3.55 -0.15  -0.27
C3 2.50 -1.20 0.50  -0.63
O2 -1.04 1.49 -0.43  -0.71
H5 -5.74 1.89 -0.14  0.21
H6 -1.20 4.31 -1.72  0.23
H7 1.81 -7.49 0.24  0.23
C4 2.92 -3.74 -1.26  -0.04
N3 -5.36 3.89 0.20  -0.38
H8 0.81 -2.00 -0.57  0.23
O3 1.22 0.86 -1.26  -0.90
C5 2.00 -4.71 0.49  0.25
O4 0.74 2.02 1.67  -1.07
C6 -1.17 2.88 -0.10  -0.16
H9 -4.72 5.81 0.48  0.21
O5 -0.11 2.67 -2.23  -0.69
H10 3.14 -2.93 -1.92  0.26
C7 3.28 -5.05 -1.27  -0.03
H11 -3.40 1.24 -0.37  0.23
S1 -0.10 1.19 -1.67  2.58
I1 1.27 4.81 -0.85  0.17
H12 1.99 -0.28 0.79  0.28
C8 -3.65 2.26 -0.16  -0.26
C9 -4.98 2.64 -0.04  0.06
C10 1.48 -2.29 0.23  -0.21
H13 -0.64 5.03 1.61  0.51
H14 3.26 -7.12 1.21  0.23
H15 -1.92 1.54 2.32  0.51
C11 2.80 -7.04 0.22  -0.41
C12 -4.40 4.80 0.31  0.06
H16 3.09 -0.97 -0.39  0.22
C13 -2.64 3.22 -0.02  -0.03
H17 1.44 -4.87 1.39  0.24
O6 -0.18 4.37 2.14  -0.96
H18 3.42 -7.56 -0.50  0.24
O7 -0.79 0.29 -2.51  -0.88



Entry from the OMol25 dataset: a structure of composition C13H18INO6Pt in a non-equilibrium geometry (the ωB97M-V functional and the def2-TZVPD basis).

Values from the calculation:
Energy above the lowest of the compared OMol25 structures with the same formula, charge and spin   89.6 kJ/mol

Last column: natural (NBO) charge in e.
Geometry (Å):
H1 -1.93 1.10 -1.91  0.22
O1 1.42 3.16 0.90  -0.72
Pt1 -0.15 -0.25 -0.21  1.08
H2 0.36 2.46 -3.30  0.22
H3 -1.27 -1.16 3.11  0.20
H4 -0.20 -6.04 0.35  0.24
C1 1.01 -4.27 0.24  -0.20
C2 -0.44 4.14 -1.25  -0.63
H5 -0.62 2.24 2.45  0.19
H6 -2.06 -2.43 -1.03  0.25
H7 -1.14 4.49 -0.48  0.22
O2 -0.48 2.05 0.02  -0.58
C3 -0.17 -4.99 0.11  -0.17
H8 -2.02 2.59 -2.88  0.21
H9 0.55 1.00 -2.32  0.22
H10 1.57 2.40 -2.00  0.22
H11 1.93 -2.34 -0.02  0.24
C4 -1.87 2.19 -1.88  -0.62
H12 1.04 1.78 2.94  0.19
C5 -1.21 -2.98 -0.67  0.07
C6 -1.29 -4.32 -0.34  -0.23
H13 -0.73 4.57 -2.21  0.21
H14 0.55 4.49 -0.99  0.22
H15 -1.70 0.51 3.58  0.20
C7 -1.36 -0.13 2.77  -0.18
H16 2.22 3.10 0.36  0.49
C8 1.03 -2.93 -0.10  0.03
O3 -2.18 -0.58 0.51  -0.78
C9 -2.51 -0.15 1.68  0.76
C10 0.57 2.09 -2.29  -0.64
O4 -0.10 0.23 2.26  -0.57
O5 1.55 0.99 0.27  -0.83
C11 0.24 1.60 2.22  -0.11
N1 -0.06 -2.30 -0.55  -0.44
C12 0.77 1.94 0.81  0.71
C13 -0.51 2.62 -1.34  0.28
O6 -3.62 0.17 2.08  -0.63
H17 -2.67 2.54 -1.22  0.23
H18 -2.24 -4.84 -0.45  0.24
I1 2.76 -5.19 0.93  0.20



Please write out number 3 again, unchanged.
Entry from the OMol25 dataset: a structure of composition C13H18F5N2O5PSSbSe4Y in a non-equilibrium geometry (the ωB97M-V functional and the def2-TZVPD basis).

Values from the calculation:
Total charge   -2
Energy above the lowest of the compared OMol25 structures with the same formula, charge and spin   283.0 kJ/mol

Last column: natural (NBO) charge in e.
Geometry (Å):
H1 -3.24 5.20 0.70  0.27
H2 -2.46 2.37 4.36  0.23
Se1 -3.94 4.59 -2.43  -0.87
C1 2.56 -4.48 -4.83  0.27
O1 -1.61 2.56 1.92  -0.86
F1 3.42 -6.03 -6.40  -0.32
F2 2.33 -7.47 -2.05  -0.31
Se2 -0.45 2.24 -2.06  -0.58
H3 -1.42 1.57 5.55  0.20
Y1 0.31 0.02 -0.80  1.48
F3 2.68 -3.55 -5.79  -0.31
C2 -2.88 4.55 1.50  -0.63
C3 2.07 -4.13 -3.57  -0.24
H4 2.13 2.46 2.46  0.17
C4 2.02 -5.20 -2.66  0.28
H5 -3.73 4.21 2.10  0.19
H6 2.46 4.35 1.06  0.21
S1 1.58 -2.53 -3.14  -0.39
H7 2.19 3.04 -0.10  0.22
H8 -2.84 2.79 0.23  0.21
F4 1.61 -4.99 -1.39  -0.32
C5 -1.94 0.34 3.86  -0.07
P1 -0.90 1.17 1.62  1.72
N1 0.22 -2.05 0.92  -0.59
C6 2.41 -6.49 -2.98  0.26
O2 -0.73 0.66 3.15  -0.82
C7 -2.17 3.39 0.85  -0.09
O3 -1.85 -2.93 0.92  -0.68
H9 -1.76 -0.62 4.35  0.18
Sb1 -1.65 5.03 -2.99  0.76
C8 1.28 2.75 1.83  -0.07
N2 1.48 -1.94 0.21  -0.73
H10 -3.14 1.14 5.45  0.20
C9 1.73 3.63 0.69  -0.65
H11 -2.20 5.12 2.12  0.20
C10 2.87 -6.79 -4.24  0.20
O4 0.72 1.50 1.33  -0.86
H12 -2.76 0.20 3.16  0.18
H13 0.54 3.23 2.47  0.20
Se3 -0.58 6.22 -1.17  -0.93
H14 2.21 -1.87 0.90  0.37
H15 0.24 -2.81 1.60  0.39
H16 -1.36 3.76 0.22  0.22
H17 1.64 -2.74 -0.42  0.42
Se4 0.62 0.39 -3.38  -0.43
C11 -2.26 1.43 4.87  -0.63
H18 0.91 4.19 0.23  0.27
O5 -1.40 -1.47 -0.74  -0.77
C12 -1.13 -2.19 0.27  0.88
C13 2.95 -5.76 -5.17  0.29
F5 3.25 -8.04 -4.57  -0.32